No. 1
Formula: C17H24IN3O4PS
Source: the OMol25 dataset
Level of theory: wB97M-V/def2-TZVPD

Values from the calculation:
E_HOMO = -12.1 eV
Charge = +1
Electronic energy = -58894.6743 eV
Gap between HOMO and LUMO = 8.89 eV
SMILES = CC[C@@H](I)c1nn([PH2]=S)c(COCOCCO)[n+]1CC(=O)c1ccccc1

Last column: Löwdin charge in e.
Positions of all 51 atoms, in Å:
C -0.2843 0.5562 6.2644  -0.16
C -0.2048 0.3580 4.7235  -0.31
C -1.4006 -0.4988 4.2349  -0.58
I -3.2351 0.3650 5.0525  0.96
C -1.5861 -0.5216 2.7182  -0.29
N -2.7511 -0.4717 2.2025  0.08
N -2.6186 -0.5472 0.8445  -0.18
P -4.0012 -0.5524 -0.2670  0.38
S -4.7022 1.1767 -0.6628  0.23
C -1.3253 -0.6461 0.5694  -0.17
C -0.7852 -0.7891 -0.8338  -0.11
O -0.2342 0.4284 -1.2871  -0.07
C -0.7082 0.6745 -2.6078  -0.25
O -0.0306 1.7793 -3.0993  -0.08
C -0.3747 1.9161 -4.4854  -0.19
C -0.2896 3.3869 -4.8755  -0.22
O -1.2348 4.1027 -4.1008  -0.05
N -0.6229 -0.6339 1.6896  0.13
C 0.8211 -0.7566 1.8907  0.01
C 1.6750 -0.0729 0.7853  -0.31
O 1.7084 1.1388 0.7099  0.14
C 2.4162 -0.9187 -0.2016  -0.18
C 2.8559 -0.3363 -1.3692  -0.02
C 3.5420 -1.0444 -2.3072  -0.06
C 3.8343 -2.3759 -2.1234  -0.05
C 3.3750 -2.9634 -0.9741  -0.08
C 2.6811 -2.2622 -0.0304  -0.05
H 0.7433 0.5048 6.6391  0.08
H -0.7134 1.5163 6.5372  0.06
H -0.7969 -0.2769 6.7469  0.06
H 0.6979 -0.2459 4.5893  0.09
H -0.1405 1.3122 4.1994  0.12
H -1.3486 -1.5200 4.6130  0.10
H -4.9064 -1.4271 0.3691  0.00
H -3.5923 -1.2082 -1.4460  -0.01
H 0.0276 -1.5316 -0.7939  0.14
H -1.5305 -1.1835 -1.5233  0.10
H -0.5216 -0.1855 -3.2763  0.15
H -1.7899 0.8974 -2.5370  0.14
H -1.4125 1.5903 -4.6395  0.13
H 0.2798 1.2835 -5.1012  0.13
H 0.7373 3.7141 -4.6791  0.13
H -0.5334 3.4956 -5.9340  0.13
H -0.7794 4.5397 -3.3771  0.09
H 1.0523 -1.8244 1.8827  0.12
H 1.1582 -0.3694 2.8449  0.11
H 2.6323 0.7140 -1.5218  0.13
H 3.8673 -0.5399 -3.2104  0.12
H 4.4049 -2.9238 -2.8609  0.12
H 3.5792 -4.0204 -0.8373  0.12
H 2.3660 -2.8029 0.8564  0.11

No. 2
Formula: C9H14
Source: the OMol25 dataset
Level of theory: wB97M-V/def2-TZVPD

Values from the calculation:
E_HOMO = -9.0 eV
Energy relative to the best compared isomer or geometry (same formula, charge and spin) = 41.0 kJ/mol
Electronic energy = -9559.7568 eV
Gap between HOMO and LUMO = 9.94 eV
SMILES = Cc1ccccc1.CC

Last column: Löwdin charge in e.
Positions of all 23 atoms, in Å:
C -0.4360 -3.8992 0.6427  -0.17
C -0.3851 -2.5856 -0.1595  -0.17
H 0.4119 -4.4941 0.3191  0.06
H -0.4100 -3.7291 1.7185  0.06
H -1.4157 -4.3715 0.5343  0.06
H -0.5349 -2.7747 -1.2223  0.06
H -1.0744 -1.8551 0.2525  0.06
H 0.6327 -2.1945 -0.1914  0.04
C 1.8627 0.4178 -0.7940  -0.07
C -0.3438 1.6278 -1.1997  -0.06
C 0.7068 1.2586 -0.3533  -0.28
C -1.3476 2.5030 -0.8040  -0.09
C -1.3268 3.0022 0.4858  -0.10
C 0.7094 1.7927 0.9463  -0.06
C -0.3473 2.5743 1.3715  -0.10
H -0.3937 1.1914 -2.1917  0.11
H -2.0428 2.7744 -1.5875  0.10
H 2.7390 1.0796 -0.8997  0.09
H 1.7194 -0.0612 -1.7576  0.08
H -2.1102 3.6045 0.9248  0.10
H 1.5266 1.4421 1.5667  0.11
H -0.3496 2.9275 2.3963  0.10
H 2.2095 -0.2311 0.0022  0.07

No. 3
Formula: C40H60N6P2SSiTl
Source: the OMol25 dataset
Level of theory: wB97M-V/def2-TZVPD

Values from the calculation:
E_HOMO = -3.9 eV
Energy relative to the best compared isomer or geometry (same formula, charge and spin) = 43.3 kJ/mol
Charge = -1
Electronic energy = -93378.9428 eV
Gap between HOMO and LUMO = 6.03 eV

Last column: Löwdin charge in e.
Positions of all 111 atoms, in Å:
Tl 0.9495 -0.2480 2.6386  0.37
C 3.8171 -0.1875 -0.0114  -0.25
Si 1.9395 -0.3356 -0.0748  0.37
C 1.6861 -1.6186 -1.4373  -0.37
C 2.7574 -2.0576 -2.2168  -0.15
C 2.5942 -2.9571 -3.2772  -0.09
C 1.2972 -3.3953 -3.5679  -0.06
C 0.2079 -3.0981 -2.6914  -0.09
C 0.4234 -2.1629 -1.7244  -0.42
P -0.9482 -1.6090 -0.6085  1.11
C -1.5471 -3.2271 0.1487  -0.43
C -0.3118 -4.0701 0.6899  -0.20
C -0.8322 -5.3442 1.4249  -0.21
C -1.8723 -5.0480 2.4854  -0.22
C -3.0889 -4.2931 1.9213  -0.20
C -2.6406 -2.9745 1.2158  -0.21
C -2.2896 -0.9695 -1.8199  -0.42
C -1.5015 0.0058 -2.7198  -0.20
C -2.3859 0.3521 -3.9679  -0.16
C -3.8840 0.1942 -3.6479  -0.20
C -4.2767 -1.2617 -3.3108  -0.18
C -3.0569 -1.9679 -2.6700  -0.20
C 1.4785 1.1765 -1.1566  -0.29
C 1.6939 1.0812 -2.5257  -0.11
C 1.3031 2.0840 -3.3991  -0.08
C 0.6718 3.2495 -2.9029  -0.07
C 0.4845 3.3230 -1.5308  -0.12
C 0.9515 2.3755 -0.6340  -0.36
P 0.5864 2.3227 1.1483  0.99
C -1.1349 2.9845 1.4209  -0.46
C -1.4196 4.4639 1.3849  -0.21
C -2.9376 4.7432 1.3255  -0.22
C -3.6702 3.6677 2.0622  -0.21
C -3.5468 2.3786 1.1761  -0.18
C -2.1481 2.2568 0.5432  -0.22
C 1.6526 3.6725 1.9246  -0.42
C 3.0646 3.1788 2.2285  -0.23
C 3.9254 4.3186 2.7899  -0.19
C 4.2432 5.2450 1.6322  -0.20
C 3.0961 5.2606 0.5982  -0.19
C 1.6869 4.9989 1.1633  -0.20
H 4.2402 0.0504 -0.9655  0.01
H 4.0099 0.6535 0.6509  0.00
H 4.3966 -1.0754 0.3777  0.04
H 3.7737 -1.7411 -1.9047  0.10
H 3.4109 -3.3290 -3.8964  0.10
H 1.1565 -4.0314 -4.4445  0.10
H -0.8002 -3.5093 -2.8135  0.10
H -2.0058 -3.8109 -0.6810  0.10
H 0.3130 -4.3387 -0.1320  0.07
H 0.1941 -3.4515 1.4204  0.08
H -1.2630 -5.9599 0.5853  0.12
H 0.0571 -5.8966 1.8233  0.11
H -2.2670 -5.9548 3.0124  0.11
H -1.4787 -4.3437 3.3001  0.13
H -3.6518 -4.9175 1.1384  0.13
H -3.8053 -4.0110 2.6626  0.07
H -3.4556 -2.4868 0.6652  0.11
H -2.3137 -2.2820 1.9714  0.06
H -2.9671 -0.3732 -1.2599  0.08
H -1.2608 0.8749 -2.1380  0.08
H -0.5753 -0.4075 -3.0577  0.08
H -2.2731 1.3687 -4.2880  0.09
H -2.0946 -0.2231 -4.8181  0.10
H -4.1780 0.7303 -2.8059  0.08
H -4.4708 0.6197 -4.5090  0.12
H -5.1471 -1.3693 -2.6352  0.11
H -4.6220 -1.7339 -4.2120  0.09
H -3.3333 -2.8710 -2.1516  0.09
H -2.3556 -2.2455 -3.4658  0.10
H 2.1663 0.2024 -2.9548  0.09
H 1.5186 1.9487 -4.4660  0.10
H 0.3254 4.1018 -3.5254  0.11
H 0.0597 4.2379 -1.1409  0.08
H -1.3653 2.5616 2.3929  0.08
H -0.9764 5.0000 2.2586  0.12
H -0.9913 4.9931 0.5338  0.08
H -3.2000 5.7442 1.7253  0.11
H -3.3082 4.7447 0.2724  0.12
H -3.2336 3.4643 3.0804  0.13
H -4.7109 3.9421 2.1205  0.10
H -3.7374 1.5820 1.8678  0.09
H -4.3262 2.4292 0.4236  0.10
H -1.8729 1.1919 0.3693  0.09
H -2.1455 2.8498 -0.3991  0.11
H 1.0939 3.7388 2.8780  0.11
H 3.0305 2.3588 2.9481  0.09
H 3.5699 2.7697 1.3689  0.09
H 3.3614 4.8959 3.4938  0.10
H 4.8369 4.0089 3.3583  0.12
H 4.3274 6.2822 1.9641  0.10
H 5.1845 4.9992 1.1065  0.11
H 3.1511 6.1286 0.0463  0.08
H 3.2039 4.4467 -0.1020  0.10
H 1.3816 5.7675 1.8654  0.11
H 1.0049 5.0471 0.2649  0.08
N 5.7686 -4.8325 1.7719  0.00
N 4.6085 -4.2006 1.3912  -0.09
C 4.0741 -4.5512 0.1975  -0.88
N 2.8563 -4.0662 -0.0411  0.08
S 4.7842 -5.5862 -1.0079  0.49
H 5.9081 -5.6930 1.3076  0.01
H 6.5146 -4.2038 1.5553  0.07
H 3.9406 -3.8864 2.0876  0.15
H 2.5511 -3.1798 0.4385  0.10
H 2.6723 -4.0918 -1.0641  0.06
N -1.5875 -0.0437 3.0384  -0.02
C -2.3449 -0.6296 3.7827  -0.38
N -2.9860 -1.2439 4.7556  0.06
C -4.1688 -1.5921 4.3951  -0.50
N -5.1900 -2.0788 4.1848  0.07

No. 4
Formula: C30H44O24
Source: the OMol25 dataset
Level of theory: wB97M-V/def2-TZVPD

Values from the calculation:
E_HOMO = -10.5 eV
Energy relative to the best compared isomer or geometry (same formula, charge and spin) = 43.2 kJ/mol
Electronic energy = -80964.6621 eV
Gap between HOMO and LUMO = 10.07 eV
SMILES = C[C@H]1COC(=O)O1.C[C@H]1COC(=O)O1.C[C@H]1COC(=O)O1.C[C@H]1COC(=O)O1.C[C@H]1COC(=O)O1.C[C@H]1COC(=O)O1.O=C1OCCO1.O=C1OCCO1

Last column: Löwdin charge in e.
Positions of all 98 atoms, in Å:
C -5.4007 5.1328 -1.0518  -0.10
C -4.8974 5.9127 0.1402  -0.11
O -3.4759 5.7443 0.0740  0.09
C -3.1985 4.7322 -0.7442  -0.57
O -2.1096 4.2856 -0.9460  0.17
O -4.3258 4.1885 -1.2606  0.02
H -5.5424 5.7447 -1.9396  0.13
H -6.3004 4.5935 -0.7638  0.13
H -5.3454 5.5646 1.0671  0.13
H -5.0979 6.9677 -0.0421  0.13
C 0.3965 0.4515 0.6586  -0.11
C -0.0142 1.9164 0.6220  -0.09
O 1.2160 2.6285 0.7919  0.09
C 2.1461 1.7785 1.2292  -0.58
O 3.2407 2.0905 1.5935  0.13
O 1.7245 0.4939 1.1558  0.06
H 0.3612 -0.0251 -0.3223  0.11
H -0.2858 -0.0881 1.3157  0.11
H -0.6678 2.1386 1.4695  0.13
H -0.5531 2.2088 -0.2726  0.10
C -1.5949 -2.7019 2.3002  0.00
C -2.7002 -1.6575 2.0951  -0.31
C -3.9745 -1.9698 2.8935  -0.07
O -4.0474 -0.8779 3.8208  0.08
C -3.0692 -0.0034 3.6298  -0.58
O -2.9271 1.0263 4.2061  0.17
O -2.2722 -0.3909 2.6038  0.06
H -1.9731 -3.6188 1.8523  0.07
H -1.3977 -2.7497 3.3721  0.10
H -0.6510 -2.4646 1.8123  0.09
H -2.8687 -1.4914 1.0299  0.13
H -3.9191 -2.9232 3.4091  0.14
H -4.8351 -1.8279 2.2427  0.12
C 2.4413 -1.3612 -2.8878  -0.02
C 1.3469 -1.6461 -3.9127  -0.29
C 1.5565 -0.8799 -5.2532  -0.08
O 1.6222 -1.9380 -6.1998  0.07
C 1.6114 -3.1443 -5.6117  -0.57
O 1.7376 -4.1716 -6.1992  0.16
O 1.5267 -3.0142 -4.2704  0.07
H 2.1693 -1.6699 -1.8756  0.08
H 2.5229 -0.2675 -2.8414  0.09
H 3.4137 -1.8122 -3.0701  0.09
H 0.3204 -1.5039 -3.5715  0.14
H 2.4869 -0.3136 -5.2341  0.13
H 0.7079 -0.2080 -5.3658  0.13
C 6.1591 2.1541 5.7970  -0.02
C 5.3218 0.8654 5.8660  -0.31
C 4.6608 0.4931 4.5483  -0.07
O 5.2673 -0.7681 4.2178  0.07
C 6.1540 -1.1480 5.1363  -0.59
O 6.8346 -2.1190 5.0874  0.17
O 6.2170 -0.2161 6.1022  0.08
H 5.5216 3.0161 6.0074  0.08
H 6.6851 2.2291 4.8490  0.09
H 6.8709 2.1997 6.6229  0.08
H 4.6486 0.8869 6.7221  0.15
H 4.8016 1.1800 3.7199  0.12
H 3.6098 0.2909 4.7530  0.13
C -5.6493 0.2439 -3.2011  -0.01
C -4.5714 1.1681 -2.6203  -0.27
C -4.3828 1.0658 -1.0796  -0.07
O -2.9798 1.1903 -0.9058  0.06
C -2.3566 0.9748 -2.0664  -0.57
O -1.1804 0.8745 -2.2015  0.16
O -3.2585 0.7511 -3.0520  0.07
H -5.8319 -0.6352 -2.5887  0.05
H -5.2946 -0.0822 -4.1809  0.09
H -6.5803 0.7695 -3.4072  0.08
H -4.6799 2.1643 -3.0495  0.15
H -4.7369 0.1232 -0.6609  0.12
H -4.8059 1.9476 -0.6029  0.12
C 5.1257 -0.1288 0.0575  -0.01
C 6.2054 -0.0799 -1.0198  -0.32
C 6.8226 1.3040 -1.3073  -0.09
O 8.0977 1.1699 -0.6955  0.07
C 8.3878 -0.1423 -0.5091  -0.57
O 9.4315 -0.5213 -0.0939  0.17
O 7.3111 -0.9046 -0.7352  0.11
H 4.3016 0.5432 -0.1824  0.07
H 5.5360 0.1896 1.0162  0.09
H 4.6683 -1.1161 0.1032  0.09
H 5.7000 -0.4395 -1.9224  0.14
H 6.2589 2.0812 -0.7874  0.13
H 6.8070 1.5831 -2.3618  0.13
C -4.7977 -4.3173 0.1407  -0.01
C -3.9200 -4.0975 -1.0601  -0.26
C -4.2801 -2.9648 -2.0127  -0.12
O -3.0546 -2.3585 -2.2333  0.07
C -2.1157 -2.6544 -1.3250  -0.56
O -1.0160 -2.2137 -1.3618  0.18
O -2.6284 -3.6172 -0.5328  0.05
H -4.1715 -4.8356 0.8672  0.09
H -5.6291 -4.9688 -0.1306  0.10
H -5.1531 -3.3831 0.5670  0.07
H -3.6845 -5.0399 -1.5594  0.16
H -5.0140 -2.3054 -1.5319  0.11
H -4.7366 -3.2811 -2.9507  0.15

No. 5
Formula: C3H4Cl2N3O
Source: the OMol25 dataset
Level of theory: wB97M-V/def2-TZVPD

Values from the calculation:
E_HOMO (alpha / beta) = -4.8 / -4.8 eV
Energy relative to the best compared isomer or geometry (same formula, charge and spin) = 96.2 kJ/mol
Charge = -1
Electronic energy = -34736.2733 eV
Gap between HOMO and LUMO (alpha / beta) = 7.60 / 7.60 eV

Last column: Löwdin charge in e.
Positions of all 13 atoms, in Å:
C 0.2016 0.5282 -0.8558  -0.40
C -1.9151 0.9446 0.1013  -0.22
C -0.5287 -1.5674 -0.1172  0.15
N 0.2585 -0.8423 -0.6741  0.02
N -0.7880 1.2909 -0.5759  0.06
N -2.2022 -0.2273 0.5545  -0.17
O -3.2067 -0.6349 1.1712  -0.15
Cl 4.8516 -0.2713 -0.0281  0.00
Cl 2.0298 0.5665 1.0502  -0.08
H 1.0304 0.9315 -1.4182  0.08
H -2.6231 1.7713 0.2344  0.11
H 3.6241 0.0923 0.4610  -0.48
H -0.7323 -2.5820 0.0968  0.08

Question: What is the formula in the third record?
Answer: C40H60N6P2SSiTl

Question: The highest electronic energy belongs to which entry?
Answer: C9H14

Question: Number 3 is which compound?
Answer: C40H60N6P2SSiTl

Question: What is the electronic energy in the fourth record?
Answer: -80964.6621 eV